Entry 1:
The ion CH3O2S with charge -1 at a distorted geometry. Source: the OMol25 dataset; level of theory: the ωB97M-V functional and the def2-TZVPD basis.

## Properties
SMILES: C=[S@@H](=O)[O-]
LUMO (Eh): 0.1557
Frontier orbital gap (eV): 7.57
HOMO level (eV): -3.330
ΔE to the lowest compared entry with this formula, charge and spin (eV): 3.459

Structure (ORCA input):
```
! wB97M-V def2-TZVPD RIJCOSX def2/J DEFGRID3
* xyz -1 1
S -1.307 0.030 -0.038
O -1.999 -1.237 0.109
O -2.102 1.254 0.058
C 0.074 -0.086 0.954
H 0.474 -1.025 0.554
H 0.619 0.859 0.754
H -0.884 -0.212 -1.623
*
```

Listed below, in e, are the natural (NBO) charges computed for each atom: 1.98 -1.04 -1.00 -1.11 0.19 0.17 -0.20



Entry 2:
A cluster of 2 separate species, CH3O2S in total at a distorted geometry. Source: the OMol25 dataset; level of theory: the ωB97M-V functional and the def2-TZVPD basis.

## Properties
LUMO (Eh): 0.1475
Frontier orbital gap (eV): 8.06
HOMO level (eV): -4.042
ΔE to the lowest compared entry with this formula, charge and spin (eV): 3.333

Structure (ORCA input):
```
! wB97M-V def2-TZVPD RIJCOSX def2/J DEFGRID3
* xyz -1 1
S 1.198 0.159 0.341
O 2.046 1.365 0.778
O -1.701 -1.223 0.114
C 0.327 0.400 -0.989
H 0.696 1.462 -1.176
H -1.721 -1.403 1.149
H -0.845 -0.760 -0.217
*
```

Listed below, in e, are the natural (NBO) charges computed for each atom: 0.88 -1.05 -1.03 -0.89 0.17 0.45 0.49



Entry 3:
The ion CH3O2S2 with charge -1 at a distorted geometry. Source: the OMol25 dataset; level of theory: the ωB97M-V functional and the def2-TZVPD basis.

## Properties
LUMO (Eh): 0.1381
Frontier orbital gap (eV): 6.60
HOMO level (eV): -2.838
ΔE to the lowest compared entry with this formula, charge and spin (eV): 3.413

Structure (ORCA input):
```
! wB97M-V def2-TZVPD RIJCOSX def2/J DEFGRID3
* xyz -1 1
S 0.988 0.227 1.197
S -2.200 0.135 0.272
O -0.655 -1.364 -0.908
O 2.053 0.422 0.162
C -0.722 -0.051 -0.245
H 0.388 1.546 1.290
H -0.116 0.922 -0.724
H 0.265 -1.835 -1.043
*
```

Listed below, in e, are the natural (NBO) charges computed for each atom: 0.70 -0.32 -0.78 -1.05 -0.18 0.00 0.17 0.46



Entry 4:
A cluster of 2 separate species, CH3O3 in total at a distorted geometry. Source: the OMol25 dataset; level of theory: the ωB97M-V functional and the def2-TZVPD basis.

## Properties
LUMO (Eh): 0.1736
Frontier orbital gap (eV): 9.02
HOMO level (eV): -4.291
ΔE to the lowest compared entry with this formula, charge and spin (eV): 0.167

Structure (ORCA input):
```
! wB97M-V def2-TZVPD RIJCOSX def2/J DEFGRID3
* xyz -1 1
O -1.421 -1.394 0.751
O 1.188 -0.337 -0.609
O -0.351 1.251 -0.109
C 0.815 0.755 -0.189
H -0.538 -1.570 0.399
H -1.372 -0.436 0.571
H 1.563 1.613 0.009
*
```

Listed below, in e, are the natural (NBO) charges computed for each atom: -1.00 -0.77 -0.82 0.63 0.48 0.50 -0.02



Entry 5:
A cluster of 2 separate species, CH3O3PS in total at a distorted geometry. Source: the OMol25 dataset; level of theory: the ωB97M-V functional and the def2-TZVPD basis.

## Properties
LUMO (spin up / spin down) (Eh): -0.0344 / -0.0343
Frontier orbital gap (spin up / spin down) (eV): 8.19 / 8.19
HOMO level (spin up / spin down) (eV): -9.122 / -9.121
ΔE to the lowest compared entry with this formula, charge and spin (eV): 2.825

Structure (ORCA input):
```
! wB97M-V def2-TZVPD RIJCOSX def2/J DEFGRID3
* xyz 0 1
S 0.531 1.252 -0.449
P 2.140 -1.281 0.282
O 0.435 2.441 0.343
O 1.616 0.239 0.308
O 1.962 -1.857 -1.042
C -1.469 -0.094 0.113
H -1.345 -0.774 1.004
H -1.541 -0.689 -0.881
H -2.330 0.763 0.321
*
```

natural (NBO) atomic charge list, values in e, 8 entries: 1.46 1.57 -0.87 -1.06 -1.01 -0.73 0.20 0.21



Entry 6:
A cluster of 2 separate species, CH3O3PS in total at a distorted geometry. Source: the OMol25 dataset; level of theory: the ωB97M-V functional and the def2-TZVPD basis.

## Properties
SMILES: O=PC(=O)O.S
LUMO (Eh): -0.0435
Frontier orbital gap (eV): 8.42
HOMO level (eV): -9.608
ΔE to the lowest compared entry with this formula, charge and spin (eV): 1.420

Structure (ORCA input):
```
! wB97M-V def2-TZVPD RIJCOSX def2/J DEFGRID3
* xyz 0 1
S -1.754 -0.087 -0.060
P 3.563 -0.927 -0.221
O 4.794 -0.909 0.554
O 3.434 1.870 -0.700
O 1.865 0.857 0.572
C 2.956 0.901 -0.190
H -1.702 -0.853 -1.141
H -1.025 -0.931 0.658
H 1.445 1.723 0.713
*
```

natural (NBO) atomic charge list, values in e, 8 entries: -0.28 1.25 -0.94 -0.56 -0.70 0.45 0.14 0.14